# C4H9NO

A cluster of 2 separate species, C4H9NO in total in a non-equilibrium geometry (the ωB97M-V functional and the def2-TZVPD basis, the OMol25 dataset).

Element x y z (Å)
C1 2.580 2.059 2.213
C2 1.734 1.420 1.403
O1 0.571 2.068 0.964
H1 3.449 1.510 2.547
H2 2.505 3.128 2.360
H3 2.019 0.404 1.140
H4 -0.038 1.380 1.268
C3 -1.816 -2.775 -1.272
N1 -0.942 -1.885 -1.430
C4 -1.372 -0.501 -1.630
H5 -1.569 -3.833 -1.236
H6 -2.885 -2.551 -1.163
H7 -1.399 -0.295 -2.703
H8 -0.511 0.049 -1.256
H9 -2.327 -0.179 -1.205

Computed properties:
ΔE to the lowest compared entry with this formula, charge and spin: 74.6 kcal/mol
Structure (SMILES): C=CO.C=NC
Lowest unoccupied orbital energy: 0.0321 Eh
HOMO-LUMO gap: 10.343 eV
Spin multiplicity: 1
Total charge: 0
HOMO level: -9.47 eV


# CH3BrO3P

A structure of composition CH3BrO3P in a non-equilibrium geometry (the ωB97M-V functional and the def2-TZVPD basis, the OMol25 dataset).

Element x y z (Å)
C1 1.291 0.262 -0.055
O1 -1.347 0.970 -0.846
O2 -0.723 -0.761 1.649
O3 -0.470 -1.742 -0.695
P1 -0.262 -0.643 0.269
Br1 -2.892 0.784 -0.119
H1 1.932 -0.148 0.737
H2 1.588 0.016 -1.116
H3 0.883 1.263 0.176

Computed properties:
ΔE to the lowest compared entry with this formula, charge and spin: 31.4 kcal/mol
Lowest unoccupied orbital energy: 0.1397 Eh
HOMO-LUMO gap: 8.126 eV
Spin multiplicity: 1
Total charge: -1
HOMO level: -4.32 eV